Record 1
Here is a molecular structure, C21H41BrGaO24S5 in a non-equilibrium geometry from OMol25. Energies are from wB97M-V/def2-TZVPD.

Structure (XYZ):
```
93
Properties=species:S:1:pos:R:3:forces:R:3:lowdin_charge:R:1
C -1.7732 1.8292 1.1533 0.13 -0.12 -0.15 -0.082
C -1.8244 2.8849 0.0487 -0.08 -0.37 0.82 -0.139
C -0.8605 2.6911 -1.0985 -0.17 0.22 -0.63 -0.502
O -0.9922 3.3076 -2.1292 0.04 0.02 0.20 0.100
O 0.1562 1.8146 -0.9297 -0.18 0.01 -0.04 -0.032
C -0.1985 0.4759 -1.4219 -0.07 -0.57 0.43 -0.251
C 0.9801 -0.4587 -1.4176 0.23 0.18 -0.43 -0.170
Ga 0.2285 -2.3280 -1.6518 -0.35 0.75 -0.28 0.450
O -1.1034 -2.4877 -0.3245 0.42 -0.30 -0.09 -0.251
C 1.6241 -3.8227 -1.2470 -0.16 -1.07 -0.25 -0.197
C 2.8976 -3.7246 -1.9103 0.52 0.86 1.05 -0.881
O 3.8435 -3.0746 -1.5596 -0.01 -0.22 -0.30 -0.042
Br 3.1709 -4.8065 -3.5543 -0.06 -0.28 -0.23 0.605
C -0.6840 -2.4264 -3.4724 0.01 -0.39 0.15 -0.387
C 0.1949 -2.9706 -4.6083 -0.39 0.44 -0.11 -0.168
C -2.0454 -3.1544 -3.4397 0.21 1.05 -0.28 -0.296
C -3.1394 -2.2924 -2.7692 0.26 -0.49 0.29 -0.116
H -2.2185 0.8937 0.8173 -0.08 -0.02 0.03 0.076
H -2.3206 2.1651 2.0334 -0.03 0.03 0.01 0.072
H -0.7514 1.6032 1.4408 0.04 0.08 0.08 0.047
H -1.6308 3.8659 0.4907 0.12 0.09 -0.17 0.118
H -2.8395 2.9158 -0.3393 0.00 0.17 -0.35 0.092
H -0.9821 0.0760 -0.7730 -0.04 0.15 0.11 0.090
H -0.6266 0.5630 -2.4220 0.12 0.19 -0.08 0.114
H 1.6166 -0.1891 -2.2683 0.13 -0.11 0.04 0.061
H 1.5923 -0.3392 -0.5224 -0.20 -0.04 0.19 0.045
H -1.3639 -3.4131 -0.2945 -0.19 0.06 0.14 -0.022
H 1.8043 -3.7937 -0.1724 -0.04 0.36 0.03 0.077
H 1.1333 -4.7667 -1.4864 -0.09 0.09 -0.13 0.053
H -0.9291 -1.3910 -3.7353 0.13 0.12 0.12 0.076
H -0.1097 -2.5204 -5.5622 -0.04 -0.11 -0.08 0.064
H 0.0632 -4.0478 -4.7235 0.31 -0.10 0.13 0.060
H 1.2468 -2.7182 -4.4827 0.10 -0.21 0.00 0.027
H -2.3377 -3.2763 -4.4901 -0.09 -0.56 0.05 0.091
H -1.9360 -4.1214 -2.9473 -0.15 -0.17 -0.17 0.093
H -2.6883 -1.4179 -2.3042 -0.10 0.10 -0.02 0.050
H -3.9016 -1.9818 -3.4830 -0.01 0.07 0.00 0.059
H -3.6192 -2.8419 -1.9588 -0.16 0.07 -0.02 0.061
C 4.5722 0.4599 3.0059 0.06 -0.35 0.04 -0.168
C 4.0586 -0.0741 1.6874 0.06 0.34 -0.32 -0.147
O 2.7857 -0.6463 2.0162 0.02 -0.14 0.32 -0.185
S 2.0987 0.1929 3.1839 0.33 -0.03 -0.19 0.598
O 1.1927 1.1311 2.6312 -0.14 0.08 0.18 -0.214
O 1.7054 -0.7031 4.2112 -0.15 -0.03 0.01 -0.221
O 3.4050 0.9938 3.6529 0.01 0.03 -0.18 -0.184
H 4.9815 -0.3458 3.6160 -0.21 0.15 -0.12 0.084
H 5.3174 1.2398 2.8875 -0.09 0.13 0.10 0.135
H 4.7050 -0.8374 1.2638 -0.16 -0.16 0.03 0.136
H 3.9002 0.7199 0.9545 0.02 0.00 0.01 0.137
C -5.2142 5.7501 -0.8933 0.32 -0.06 -0.27 -0.149
C -6.2791 5.7248 -1.9678 -0.30 0.34 0.17 -0.157
O -6.4825 4.3309 -2.2395 0.30 -0.05 0.03 -0.180
S -6.2760 3.4909 -0.8984 0.11 0.30 -0.12 0.591
O -7.5477 3.2451 -0.3082 -0.03 -0.08 0.12 -0.238
O -5.3647 2.4426 -1.1588 -0.13 -0.23 0.01 -0.200
O -5.5491 4.6349 -0.0508 -0.24 0.06 0.03 -0.191
H -4.2160 5.5923 -1.3063 -0.01 -0.05 0.01 0.136
H -5.2255 6.6670 -0.3109 -0.10 -0.10 0.16 0.135
H -5.9751 6.2432 -2.8719 -0.01 -0.22 -0.13 0.140
H -7.2210 6.1364 -1.6066 -0.04 0.12 -0.02 0.111
C 6.7790 -4.3586 -1.0052 -0.20 0.07 -0.38 -0.154
C 6.3356 -5.7198 -0.5246 -0.14 0.10 0.35 -0.150
O 7.4746 -6.5665 -0.7764 0.03 0.09 -0.19 -0.192
S 8.8196 -5.7304 -0.5881 -0.30 0.10 -0.02 0.582
O 9.3459 -5.9619 0.7110 0.16 0.01 0.03 -0.233
O 9.6267 -5.9197 -1.7396 0.13 -0.11 0.00 -0.228
O 8.1673 -4.2794 -0.6140 -0.04 -0.16 0.19 -0.190
H 6.7190 -4.2784 -2.0905 -0.04 0.01 0.01 0.135
H 6.2134 -3.5508 -0.5530 0.16 0.07 0.07 0.121
H 5.4682 -6.0913 -1.0620 0.13 -0.13 -0.13 0.129
H 6.1336 -5.7230 0.5482 0.00 0.02 -0.01 0.134
C 7.2108 -2.4514 6.9673 0.08 -0.37 -0.05 -0.156
C 8.5897 -1.8682 6.7388 -0.01 0.28 0.24 -0.162
O 8.6124 -1.5711 5.3369 -0.11 -0.23 -0.03 -0.183
S 7.1519 -1.1342 4.8519 0.50 -0.30 0.42 0.590
O 7.0753 0.2813 4.8395 -0.13 0.09 -0.12 -0.212
O 6.8188 -1.9143 3.7171 -0.05 0.15 -0.19 -0.207
O 6.3531 -1.6697 6.1254 0.06 0.21 0.05 -0.179
H 7.1570 -3.4925 6.6444 0.02 0.00 0.01 0.136
H 6.8823 -2.3716 7.9994 -0.14 0.15 -0.05 0.135
H 9.3884 -2.5631 6.9805 0.04 -0.03 -0.21 0.135
H 8.7310 -0.9382 7.2933 -0.02 -0.02 0.03 0.134
C -11.1189 4.8113 -0.7113 0.32 -0.28 -0.08 -0.146
C -10.5347 5.6707 0.3890 -0.30 0.02 0.21 -0.155
O -9.8221 6.6991 -0.3169 0.11 -0.14 -0.15 -0.197
S -10.5759 7.0416 -1.6843 -0.01 -0.41 0.19 0.590
O -11.3866 8.1896 -1.4985 -0.02 0.09 -0.19 -0.217
O -9.6306 6.9523 -2.7374 0.14 0.30 -0.07 -0.222
O -11.5154 5.7532 -1.7273 -0.12 0.14 0.29 -0.187
H -10.3691 4.1401 -1.1331 0.02 0.01 0.03 0.131
H -11.9825 4.2388 -0.3863 -0.13 0.12 -0.11 0.135
H -9.8512 5.1238 1.0318 0.18 0.08 -0.12 0.136
H -11.3140 6.1421 0.9912 -0.01 -0.02 -0.01 0.132
```
Positions in Å, forces in eV/Å.

Results
HOMO level, eV: -5.12
Max |F|, hartree/bohr: 0.028
Charge: -1

Record 2
Here is 5 unconnected molecules or ions with the total composition C21H41N2O10S5 in a non-equilibrium geometry from OMol25. Energies are from wB97M-V/def2-TZVPD.

Structure (XYZ):
```
79
Properties=species:S:1:pos:R:3:forces:R:3:lowdin_charge:R:1
C -0.3849 0.7922 -0.2832 1.27 0.46 0.26 -0.034
C 0.2499 1.0489 -1.6046 -1.20 0.05 1.18 -0.228
C 0.8350 0.1629 -2.4222 0.41 0.02 -0.64 0.039
N 1.3014 0.8857 -3.5097 0.33 -1.19 -0.44 0.177
C 0.9846 2.1407 -3.3649 -0.30 1.71 -0.27 -0.315
C 1.2597 3.3244 -4.2311 0.35 -0.06 -0.47 -0.127
S 3.0451 3.6262 -4.0950 1.08 -0.71 1.61 0.691
O 3.2590 4.1022 -2.7615 -0.48 0.94 -0.01 -0.326
O 3.7400 2.4130 -4.3909 -0.29 -0.25 -1.18 -0.315
N 0.3333 2.2795 -2.2100 0.19 -0.52 0.01 0.221
H 0.4211 0.4772 0.3825 -0.12 -0.02 0.05 0.084
H -0.7892 1.7096 0.1395 -0.34 -0.16 -0.10 0.091
H -1.1006 -0.0134 -0.3067 -0.16 0.14 -0.05 0.058
H 0.9344 -0.8977 -2.2882 0.21 -0.03 -0.22 0.151
H 1.8061 0.4980 -4.3107 -0.04 -0.07 -0.02 0.140
H 0.7497 4.1883 -3.8069 0.02 0.04 -0.18 0.115
H 0.9854 3.1890 -5.2802 0.01 -0.12 0.09 0.118
H 3.3978 4.5970 -4.9900 -0.50 -0.20 -0.01 0.100
H -0.0274 3.1534 -1.8614 -0.03 -0.07 0.15 0.191
C 1.0498 -1.6389 4.5321 -0.20 0.06 -0.09 -0.227
C -0.1008 -0.8258 5.1369 0.04 -0.08 0.04 -0.206
C -1.0886 -0.5144 4.0061 0.04 0.27 0.32 -0.213
S -0.9213 -1.8495 2.8164 0.16 -0.21 0.48 0.680
O -0.3927 -1.3064 1.5816 -0.25 -0.28 0.10 -0.347
O -2.1148 -2.6575 2.8261 -0.07 0.10 -0.39 -0.325
C 0.3903 -2.7113 3.6698 0.30 0.03 0.17 -0.219
H 1.6816 -2.0765 5.2986 0.06 0.00 -0.06 0.094
H 1.6731 -0.9902 3.9133 0.07 -0.05 0.04 0.120
H -0.5997 -1.4176 5.9080 -0.02 -0.01 -0.03 0.120
H 0.2573 0.0899 5.6070 0.00 0.01 -0.04 0.112
H -2.1170 -0.4806 4.3581 -0.05 -0.04 -0.18 0.103
H -0.8393 0.4175 3.5007 0.01 -0.07 -0.09 0.104
H 1.0662 -3.1601 2.9453 -0.12 0.00 -0.10 0.110
H -0.0694 -3.4857 4.2837 -0.08 0.00 -0.07 0.111
C -1.8136 -0.8214 -7.1034 0.02 -0.06 -0.14 -0.210
C -1.1677 -2.1558 -7.4960 -0.03 0.05 0.11 -0.204
C 0.2833 -1.8642 -7.9006 -0.15 -0.39 -0.08 -0.209
S 0.7731 -0.4020 -6.9861 -0.52 -0.38 -0.07 0.676
O 1.0093 0.6719 -7.9139 0.30 0.16 0.22 -0.307
O 1.7498 -0.7671 -5.9752 0.12 0.46 0.09 -0.343
C -0.8094 -0.1280 -6.1901 -0.26 0.01 0.08 -0.240
H -2.7709 -0.9645 -6.6053 0.01 0.04 0.01 0.120
H -1.9850 -0.2166 -7.9964 -0.01 0.04 0.04 0.125
H -1.1821 -2.8331 -6.6395 0.01 0.01 -0.01 0.119
H -1.7083 -2.6421 -8.3059 0.03 0.00 -0.01 0.120
H 0.9500 -2.6842 -7.6441 0.13 0.12 -0.02 0.107
H 0.3673 -1.6352 -8.9612 0.09 0.13 0.04 0.111
H -0.9880 0.9407 -6.0842 0.12 0.01 -0.01 0.104
H -0.7759 -0.6032 -5.2086 0.02 0.01 -0.01 0.100
C -5.4320 -1.1599 -0.5832 -0.04 0.15 0.07 -0.211
C -6.4430 -0.0755 -0.9782 0.02 -0.11 -0.05 -0.206
C -5.6467 1.1854 -1.3383 -0.38 0.02 0.14 -0.214
S -4.0500 0.6160 -1.9282 -0.50 -0.31 0.00 0.674
O -3.0265 1.0566 -1.0061 -0.13 0.22 -0.37 -0.336
O -3.9367 0.8661 -3.3456 0.39 0.17 0.04 -0.336
C -4.3476 -1.1261 -1.6549 -0.07 -0.28 0.18 -0.225
H -5.8964 -2.1422 -0.5176 0.03 0.00 0.00 0.121
H -4.9997 -0.9259 0.3923 0.03 -0.06 -0.01 0.122
H -7.0153 -0.4095 -1.8460 0.02 0.01 0.00 0.119
H -7.1522 0.1254 -0.1771 0.01 0.03 -0.02 0.118
H -6.1288 1.7636 -2.1230 0.16 0.07 -0.03 0.105
H -5.4752 1.8148 -0.4667 0.13 -0.01 -0.03 0.106
H -3.4232 -1.6135 -1.3502 0.07 0.11 -0.06 0.108
H -4.7050 -1.5503 -2.5931 0.03 0.07 -0.04 0.109
C 4.2835 -0.2318 9.0453 0.10 -0.04 -0.05 -0.218
C 5.4781 0.5785 8.5279 -0.07 0.03 0.04 -0.210
C 5.5441 0.3801 7.0083 0.33 0.11 0.23 -0.216
S 3.8621 0.0527 6.4723 0.15 0.27 0.43 0.661
O 3.7944 -1.2965 5.9673 -0.03 0.05 -0.17 -0.326
O 3.3678 1.1718 5.7086 -0.13 -0.24 -0.27 -0.328
C 3.1266 0.0859 8.1032 -0.01 -0.07 0.34 -0.232
H 4.0389 0.0205 10.0760 -0.01 -0.01 -0.01 0.118
H 4.5153 -1.2985 9.0049 -0.05 0.00 0.01 0.121
H 5.3262 1.6357 8.7548 -0.01 -0.01 -0.01 0.118
H 6.4089 0.2731 9.0032 0.00 0.01 -0.03 0.117
H 5.9130 1.2662 6.4975 -0.08 -0.06 -0.14 0.104
H 6.1524 -0.4822 6.7414 -0.11 -0.04 -0.07 0.106
H 2.3158 -0.6380 8.1546 -0.01 0.02 -0.15 0.106
H 2.7439 1.0922 8.2725 0.00 0.00 -0.08 0.110
```
Positions in Å, forces in eV/Å.

Results
HOMO level, eV: -12.09
Max |F|, hartree/bohr: 0.040
Charge: +1

Gap between HOMO and LUMO values, unit eV, following the record order: 6.69; 9.77.